1.
This record from the OMol25 dataset describes 9 unconnected molecules or ions with the total composition C16H34Br14N2O4 in a non-equilibrium geometry. The level of theory is ωB97M-V with the def2-TZVPD basis set.

Geometry (Å):
Br: 1.73 7.40 3.32
H: 3.27 5.34 3.14
H: -2.28 0.72 -7.89
C: 4.54 6.92 4.19
H: -0.69 -0.23 1.57
C: 0.11 -7.15 -0.76
C: 7.15 -0.23 -2.02
Br: 0.53 -0.71 -0.65
H: -4.76 -2.48 5.26
H: -6.81 -3.33 -4.09
C: -1.02 -8.05 -1.13
C: -0.49 1.69 0.58
O: -5.60 7.30 -0.08
C: 0.05 0.30 0.96
O: -3.97 6.17 0.93
H: 0.95 0.40 1.56
H: -0.79 2.27 1.45
H: 3.29 -1.54 5.15
H: -0.77 1.64 -8.15
C: -0.67 0.61 -6.38
H: -3.02 8.62 0.40
H: 8.21 -0.11 -1.80
H: -4.46 -1.31 -3.55
C: -1.19 0.69 -7.83
Br: 7.87 -2.02 -3.97
H: -0.97 -8.96 -0.53
Br: 1.79 -8.08 -1.36
H: -0.97 -8.35 -2.18
H: -4.89 -2.66 -2.60
H: -2.65 7.19 -0.75
Br: -7.46 -1.28 -2.73
Br: 0.67 2.79 -0.60
C: -4.94 -2.29 -3.63
H: -1.38 1.43 0.01
Br: 5.63 -2.44 5.80
H: 0.10 -7.02 0.32
H: 3.87 -2.51 3.92
H: -3.85 8.32 -1.25
Br: 1.29 0.72 -6.53
C: -6.40 -2.33 -3.99
C: 3.01 -3.63 5.67
H: 6.64 -2.25 -1.63
O: -5.17 -0.54 3.85
O: -3.85 0.54 5.10
Br: 6.07 5.62 4.05
H: -3.55 -1.65 6.31
N: -4.42 7.05 0.16
H: -6.46 -1.84 -4.96
C: -4.51 -1.57 5.80
C: 3.45 6.41 3.19
H: 5.68 -1.56 -2.84
H: 3.09 -3.47 6.74
H: -0.95 -0.29 -5.84
H: 4.95 7.90 3.93
C: 3.84 -2.48 5.01
C: -3.36 7.92 -0.37
N: -4.56 -0.43 4.90
H: 0.02 -6.21 -1.31
H: 4.33 6.87 5.26
Br: -2.79 -7.23 -0.77
Br: 6.10 0.15 -0.38
H: 7.04 0.53 -2.79
H: 3.74 6.67 2.17
Br: -3.81 -3.42 -4.72
C: 6.70 -1.55 -2.46
Br: -0.47 -0.71 -8.99
H: -5.40 -1.45 6.41
H: -1.00 1.49 -5.82
Br: 1.21 -3.72 4.81
H: 3.41 -4.60 5.37

Output
* LUMO level: -0.107 eV
* HOMO level: -9.826 eV
* SMILES: C[N+](=O)[O-].C[N+](=O)[O-].BrCCBr.BrCCBr.BrCCBr.BrCCBr.BrCCBr.BrCCBr.BrCCBr
* net charge: 0
* strongest force on any atom: 3.09 eV/A
* total energy: -1008901.477 eV

2.
This record from the OMol25 dataset describes a molecular structure, C16H34F3N4O7Y in a non-equilibrium geometry. The level of theory is ωB97M-V with the def2-TZVPD basis set.

Geometry (Å):
H: 2.58 -1.44 0.53
C: -0.88 1.46 -0.77
C: -2.03 -4.63 -0.44
C: -2.10 1.07 3.41
C: -3.25 3.10 2.65
F: 4.12 4.70 -1.02
H: -2.18 -1.70 -1.50
C: -1.52 -2.55 -1.68
C: 2.82 4.46 -0.94
H: 0.96 2.73 3.10
H: -4.39 2.95 4.89
H: 0.71 -0.59 -1.48
H: -2.44 -5.65 -0.54
Y: -0.17 -3.33 2.32
C: 2.67 3.00 -0.45
H: -0.43 -0.52 -2.79
O: -1.25 2.53 -0.26
C: -3.03 -4.15 -2.74
O: -2.08 -0.04 3.90
H: -4.30 3.14 2.36
H: 3.17 1.35 1.73
H: 4.15 -1.73 -0.11
H: 3.16 -0.75 -1.08
H: -3.70 1.38 5.57
C: 1.80 -3.67 -0.79
C: 2.19 1.83 1.67
C: 3.20 -2.89 -2.57
C: -0.13 2.36 -3.00
H: 1.17 0.12 -2.99
H: -2.65 2.98 1.75
H: 4.28 -2.71 -2.56
C: -4.02 1.95 4.70
H: -0.83 -2.30 -0.88
O: -1.47 -4.31 0.58
H: 2.78 2.83 3.45
H: -1.02 0.50 -0.24
H: 1.48 1.07 1.33
O: 3.05 2.03 -1.15
H: -4.88 1.35 4.38
N: -3.00 2.02 3.64
N: -2.17 -3.83 -1.54
H: -1.48 1.33 2.54
H: 0.92 2.54 -3.22
H: -3.68 -3.29 -2.89
H: -3.04 3.99 3.23
H: 2.88 -3.81 -3.05
H: 1.72 1.38 3.75
F: 2.29 4.54 -2.16
H: -2.30 -4.26 -3.55
O: 1.22 -3.57 0.28
F: 2.23 5.31 -0.14
H: -0.70 3.27 -2.84
H: 1.60 -4.48 -1.51
O: 2.26 2.98 0.87
C: 0.35 0.05 -2.28
N: -0.21 1.33 -1.93
H: 2.88 -2.08 -3.22
H: 0.03 -0.24 1.71
H: -0.56 1.84 -3.86
O: 0.11 -1.21 1.72
H: -3.63 -5.06 -2.74
C: 1.93 2.23 3.11
C: 3.11 -1.61 -0.41
H: -0.96 -2.51 -2.61
N: 2.68 -2.78 -1.22

Output
* spin multiplicity: 2
* LUMO level (spin up / spin down): -2.649 / -2.917 eV
* expectation value of S²: 0.75
* HOMO level (spin up / spin down): -8.719 / -11.125 eV
* net charge: +1
* strongest force on any atom: 4.23 eV/A
* total energy: -46625.816 eV

3.
This record from the OMol25 dataset describes a molecular structure, C16H34F6N5O18P in a non-equilibrium geometry. The level of theory is ωB97M-V with the def2-TZVPD basis set.

Geometry (Å):
H: 18.91 -2.71 29.84
C: 14.62 -1.64 29.82
C: 8.37 -0.78 31.77
H: 19.06 -3.13 28.09
C: 9.01 1.95 29.22
O: 10.73 5.37 26.85
H: 11.58 2.25 30.04
H: 15.12 1.44 30.48
H: 13.17 2.24 30.80
H: 11.39 4.58 25.05
C: 15.36 2.43 30.09
H: 12.18 7.04 25.60
H: 8.85 -1.97 28.66
C: 9.83 -1.71 29.05
N: 10.75 -1.87 27.91
O: 8.79 3.27 28.61
H: 7.53 -0.59 31.11
C: 7.61 5.01 27.32
H: 10.67 7.60 25.10
H: 9.80 5.22 24.96
O: 14.94 -2.91 30.35
F: 10.87 3.42 29.54
O: 16.76 -4.76 30.72
H: 15.37 3.21 30.85
H: 11.59 1.51 31.57
F: 12.59 4.75 29.71
H: 16.33 2.47 29.60
O: 9.37 0.86 30.49
C: 7.78 3.52 27.73
O: 13.22 3.58 31.61
C: 11.35 6.76 24.95
C: 18.51 -2.55 28.84
P: 16.52 -3.34 30.34
H: 8.09 -0.66 32.82
C: 10.78 5.40 25.41
F: 6.48 5.45 27.88
F: 8.58 5.75 27.85
H: 16.54 -1.10 32.99
H: 8.69 -1.80 31.54
H: 9.53 1.20 27.23
H: 17.57 -2.51 33.33
H: 8.12 1.41 29.53
H: 9.49 -0.09 28.34
C: 11.36 4.60 29.18
H: 14.49 -0.79 30.48
H: 10.30 -2.32 29.83
H: 13.46 5.66 30.33
O: 11.45 -0.30 29.92
N: 12.87 4.65 32.08
F: 10.67 5.66 29.56
C: 12.23 1.69 30.70
H: 11.69 5.45 30.78
H: 10.81 0.90 28.49
H: 15.28 -1.34 29.01
H: 9.52 2.09 30.17
N: 12.49 0.30 30.22
F: 7.60 5.18 25.99
O: 7.05 2.62 27.31
H: 11.72 6.68 23.93
O: 12.51 4.87 33.24
N: 9.49 0.20 31.48
O: 11.57 -2.81 27.99
N: 14.33 2.91 29.11
O: 17.12 -2.87 28.88
H: 13.70 -1.62 29.22
O: 10.55 -1.13 26.93
H: 18.64 -1.49 28.64
O: 13.37 2.21 28.87
O: 10.57 0.07 32.08
H: 15.87 -2.72 32.91
H: 9.86 -0.63 29.20
C: 12.69 5.74 31.10
C: 11.62 4.62 27.62
C: 16.76 -2.13 32.70
C: 9.74 0.97 28.27
H: 12.63 6.73 31.54
O: 14.44 4.08 28.74
O: 13.59 -0.05 29.90
O: 12.32 3.67 27.20
O: 17.17 -2.17 31.30

Output
* LUMO level: -0.939 eV
* HOMO level: -9.383 eV
* net charge: 0
* strongest force on any atom: 14.40 eV/A
* total energy: -87008.381 eV

4.
This record from the OMol25 dataset describes C16H34IO3P in the gas phase. The level of theory is ωB97M-V with the def2-TZVPD basis set.

Geometry (Å):
H: -0.23 -0.96 -2.98
C: 0.16 -1.97 -2.81
C: 3.31 -2.03 0.62
H: -0.87 2.60 4.02
H: -3.00 0.89 1.09
H: -2.10 -3.32 -2.23
C: 2.45 -1.59 1.80
H: 3.33 -3.09 -2.08
C: 0.92 -1.67 1.58
H: -3.36 3.75 0.78
C: -2.96 3.46 -1.31
C: -1.99 0.98 1.52
C: -1.25 -0.34 1.29
H: -2.69 -2.37 -3.59
H: 2.06 -0.99 -3.20
H: -1.74 -1.08 1.94
I: -4.55 2.01 -1.48
C: 2.93 -1.45 -0.76
H: 0.77 4.39 4.56
H: 0.42 2.64 2.82
H: -0.04 -3.89 -3.79
H: 2.74 -2.20 2.66
H: 0.06 2.79 0.72
H: -0.59 -2.52 -4.75
H: 2.70 -0.55 2.08
O: -1.13 1.72 -0.77
P: -1.31 2.49 0.78
H: 0.76 0.40 0.98
C: 1.69 -2.00 -2.97
O: -1.41 3.41 2.21
C: -2.51 3.71 0.10
C: 0.23 -0.31 1.64
C: 0.04 4.55 3.76
H: 0.51 5.14 2.97
H: 3.80 -0.97 -1.20
C: 2.45 -2.53 -1.74
H: 0.47 -2.30 2.35
C: -0.44 3.21 3.22
H: -1.38 -0.68 0.26
H: 1.80 -3.24 -1.21
H: 2.17 -0.67 -0.66
H: -2.12 1.16 2.59
H: 4.35 -1.79 0.86
H: 3.26 -3.13 0.54
H: -2.00 4.68 0.11
H: 0.36 0.08 2.66
H: -0.80 5.12 4.16
H: -0.10 -2.23 -1.78
H: -2.43 -4.11 -3.77
C: -0.59 -2.94 -3.74
H: -0.21 1.71 -1.06
O: -2.57 4.03 -2.27
H: 0.71 -2.16 0.62
C: -2.04 -3.20 -3.31
H: 1.94 -2.62 -3.84

Output
* LUMO level: 0.581 eV
* HOMO level: -9.493 eV
* SMILES: CCCCCCCCCCCC[PH](O)(CC(=O)I)OCC
* net charge: 0
* strongest force on any atom: 0.72 eV/A
* total energy: -40675.971 eV

5.
This record from the OMol25 dataset describes 3 unconnected molecules or ions with the total composition C16H34NO7S2 in a non-equilibrium geometry. The level of theory is ωB97M-V with the def2-TZVPD basis set.

Geometry (Å):
H: -2.32 -2.39 0.05
N: 0.08 -0.10 2.57
H: -4.71 -1.85 0.27
C: -2.80 -1.11 -1.64
H: -0.11 3.72 2.92
C: 6.60 1.72 4.07
C: 1.52 -0.24 2.62
H: 2.05 0.61 3.09
C: -0.29 1.23 2.45
S: -2.73 -4.02 -4.78
O: -3.49 1.38 -2.25
H: -1.88 -0.71 0.29
H: -2.33 -1.78 -5.50
H: -1.22 1.25 1.85
O: -2.68 -3.44 -3.46
H: -0.18 -2.64 -5.99
C: -1.27 -5.01 -5.05
H: 6.16 0.84 4.52
H: 4.36 4.38 1.76
H: 0.45 1.85 1.90
H: -3.86 1.09 0.36
H: 2.00 -0.38 1.63
C: 1.12 3.28 4.68
H: 1.05 2.48 5.41
H: -3.13 -2.00 -2.17
C: -0.18 3.20 3.88
H: 5.18 1.28 2.54
C: -0.82 -4.65 -6.46
O: 2.31 3.02 3.97
H: -3.90 -1.03 1.61
H: -1.47 -5.14 -7.19
H: -1.51 -6.06 -4.92
O: -3.88 -4.76 -5.24
C: -3.99 -1.07 0.53
H: -3.12 -2.77 -6.76
C: 2.59 3.94 2.96
H: 1.79 -1.12 3.22
C: -2.34 -2.75 -6.00
H: -1.88 -0.73 -2.09
H: -0.52 -4.70 -4.31
H: 7.63 1.54 3.75
C: 3.93 3.55 2.34
H: -0.87 -2.78 -7.60
O: -5.22 -0.43 -2.47
H: 6.32 2.58 2.08
S: -4.07 0.14 -1.79
H: 1.87 3.88 2.14
O: 4.84 3.16 3.35
O: -0.66 1.90 3.73
H: -0.92 3.76 4.47
H: 6.61 2.54 4.78
C: -0.97 -3.12 -6.57
C: -4.44 0.27 -0.05
H: 0.20 -4.97 -6.65
C: 5.72 2.16 2.89
H: 2.61 4.98 3.32
H: -5.51 0.46 0.08
H: 3.72 2.69 1.71
H: 1.18 4.21 5.25
C: -2.64 -1.37 -0.13

Output
* LUMO level: 1.999 eV
* HOMO level: -2.062 eV
* net charge: -1
* strongest force on any atom: 2.05 eV/A
* total energy: -54633.281 eV

6.
This record from the OMol25 dataset describes a molecular structure, C16H34O7P4SiY in a non-equilibrium geometry. The level of theory is ωB97M-V with the def2-TZVPD basis set.

Geometry (Å):
C: -1.89 3.38 -1.75
C: -0.67 1.28 3.44
H: 3.67 -3.89 -0.84
P: 0.77 -3.04 -0.65
H: -3.84 1.05 0.28
C: -0.34 3.72 2.05
H: -4.46 -0.27 1.32
H: 3.98 -4.14 0.92
C: 2.15 -3.07 0.56
H: -2.65 0.53 3.74
C: -2.08 -1.87 2.18
C: -0.66 -1.65 -4.41
O: 2.54 -0.55 -0.54
H: -2.28 -2.66 1.45
H: 1.47 0.83 -3.48
H: -0.65 1.78 4.43
P: 2.75 -1.35 0.80
H: 1.46 -2.72 2.34
H: -0.72 -2.49 -5.05
C: -2.05 0.92 2.94
H: 2.50 3.01 2.24
H: -3.79 -0.54 -0.25
O: 0.01 -4.37 -0.42
H: -0.84 -4.16 -0.04
H: -1.69 4.21 -1.04
H: 1.40 -1.27 -4.79
H: -1.19 -2.08 2.78
C: 1.94 2.44 3.01
H: 4.54 -0.63 1.77
H: 2.01 -2.66 -2.37
O: 1.56 -3.52 1.81
C: 1.03 3.44 -2.59
H: 2.55 1.57 3.23
H: 1.10 4.21 -1.77
O: 1.75 -0.80 1.81
H: -2.78 2.89 -1.46
Si: -0.31 2.32 -1.78
C: -3.68 0.06 0.66
H: -2.52 1.87 2.67
H: 2.05 3.02 -2.73
H: 0.60 3.81 -3.49
H: -2.53 0.32 -2.38
O: -0.17 -1.94 -0.36
C: -1.66 -0.08 -2.87
H: -2.12 3.99 -2.64
C: 0.60 0.21 -3.49
C: -0.55 0.72 -2.80
H: -1.26 3.75 1.49
H: -2.75 -1.80 -3.81
P: 0.36 2.09 2.18
H: 2.68 -5.07 0.08
H: 0.39 4.30 1.52
O: 4.29 -1.35 1.20
H: -0.11 0.33 3.71
C: 0.51 -0.90 -4.31
H: -2.90 -1.94 2.84
C: -1.79 -1.22 -3.70
C: 3.20 -4.06 0.16
O: 1.30 -3.25 -2.13
H: 1.89 3.08 3.93
P: -2.05 -0.18 1.40
H: -0.50 4.18 3.01
Y: 0.46 0.25 -0.02

Output
* LUMO level: -2.354 eV
* HOMO level: -9.451 eV
* net charge: +1
* strongest force on any atom: 2.54 eV/A
* total energy: -77555.447 eV